ORCA calculation (the ωB97M-V functional and the def2-TZVPD basis) on a 2-piece molecular cluster, C5H13N3 overall in a non-equilibrium geometry.

Last column: Mulliken charge in e.
Atoms and positions in Å:
C (1.186875, -0.110175, 1.249466)  -0.79
N (1.886698, -0.852874, 2.315633)  -0.50
C (1.379152, -1.967051, 2.612855)  0.10
N (0.228336, -2.559384, 1.982790)  -0.58
H (1.687974, 0.858994, 1.165383)  0.30
H (0.130810, 0.056829, 1.429296)  0.32
H (1.354607, -0.630283, 0.308062)  0.36
H (1.814655, -2.590538, 3.395869)  0.33
H (0.490703, -3.436195, 1.560571)  0.22
H (-0.486038, -2.794809, 2.665695)  0.23
C (-0.131803, 0.776195, -3.371831)  -0.78
C (-1.059281, 1.131747, -2.490195)  -0.09
C (-0.772457, 1.220538, -1.016913)  -0.05
N (-1.610993, 2.259523, -0.401744)  -0.72
H (-0.359183, 0.695854, -4.426521)  0.26
H (0.851862, 0.454093, -3.052003)  0.23
H (-2.093199, 1.311037, -2.764855)  0.24
H (-0.895037, 0.263359, -0.500502)  0.14
H (0.271089, 1.513032, -0.894749)  0.28
H (-1.313241, 2.479546, 0.544237)  0.25
H (-2.561529, 1.920561, -0.310544)  0.23

Force components x, y, z for each atom (eV/Å):
C 1.2584 0.3486 0.1513
N -0.8537 -0.3156 -0.0581
C -0.0729 -0.3603 0.1959
N -0.2468 0.4383 -0.0768
H -0.1646 -0.0638 0.0140
H -0.1045 -0.2538 0.0724
H -0.3331 0.0001 -0.1305
H 0.3603 0.3190 0.0763
H 0.1252 -0.2417 -0.1819
H 0.1164 0.0920 0.0644
C -0.5691 -0.1719 -0.0232
C 0.3528 -0.4896 0.2737
C -0.0534 0.4087 0.2758
N -0.0818 0.0958 0.1275
H 0.0187 -0.0253 -0.0129
H 0.1258 0.2987 -0.0070
H 0.0751 0.2034 -0.2556
H -0.0322 -0.2013 -0.3134
H 0.0026 -0.0189 0.0592
H 0.1266 -0.0910 -0.1702
H -0.0500 0.0284 -0.0809

orbital gap	10.0	eV
E_HOMO	-9.238	eV
relative energy (zero: lowest compared OMol25 entry of this formula, charge and spin)	2.0862	eV
E	-9864.280	eV
SMILES	C/N=C\N.C=CCN
spin multiplicity	1